{
  "formula": "C43H74BFN2O12",
  "method": "wB97M-V/def2-TZVPD",
  "elements": ["C", "C", "O", "O", "C", "C", "C", "C", "C", "B", "O", "N", "C", "C", "C", "C", "C", "C", "C", "N", "C", "O", "C", "C", "C", "C", "C", "C", "F", "C", "C", "C", "O", "C", "O", "C", "C", "C", "O", "H", "H", "H", "H", "H", "H", "H", "H", "H", "H", "H", "H", "H", "H", "H", "H", "H", "H", "H", "H", "H", "H", "H", "H", "H", "H", "H", "H", "H", "H", "H", "H", "H", "H", "C", "C", "C", "O", "H", "H", "H", "H", "H", "H", "H", "H", "C", "C", "C", "O", "H", "H", "H", "H", "H", "H", "H", "H", "C", "C", "C", "O", "H", "H", "H", "H", "H", "H", "H", "H", "C", "C", "C", "O", "H", "H", "H", "H", "H", "H", "H", "H", "C", "C", "C", "O", "H", "H", "H", "H", "H", "H", "H", "H"],
  "positions_angstrom": [[-2.2678, -0.9258, 4.3908], [-3.4639, -1.3556, 3.3036], [-3.9729, -0.3120, 2.5966], [-3.9294, -2.7476, 3.1919], [-4.1618, -3.1501, 1.7950], [-3.4125, -4.5884, 1.3896], [-2.0092, -4.1216, 0.6141], [-1.9058, -3.8400, -1.0019], [-0.5100, -3.3249, -1.7666], [-0.5694, -3.0374, -3.3756], [-1.9330, -3.1342, -4.0097], [0.5564, -2.6442, -4.3033], [0.2088, -1.4900, -5.2163], [0.9080, -3.8625, -5.1816], [0.7942, -3.1152, -0.8045], [0.6901, -3.3956, 0.8413], [-0.6900, -3.9058, 1.5979], [-0.6666, -4.1521, 3.2194], [-0.3177, -5.7511, 3.5516], [-0.6557, -6.6557, 2.3658], [2.0758, -3.0863, 1.7283], [2.5206, -3.8721, 2.7135], [2.8835, -1.7127, 1.2152], [3.5258, -0.6687, 2.3153], [4.2733, 0.7114, 1.7419], [4.8456, 1.7386, 2.8840], [6.3553, 1.4065, 3.4291], [7.2025, 0.5293, 2.3159], [6.1897, 0.6717, 4.7271], [4.3490, 0.9689, 0.1105], [5.0694, 2.3742, -0.4403], [3.8055, 3.4584, -0.5865], [2.9984, 3.1592, -1.7903], [1.6604, 2.6250, -1.4143], [0.7252, 3.3624, -0.7533], [3.7133, -0.0815, -1.0247], [2.9744, -1.4167, -0.4294], [2.2376, -2.5929, -1.3649], [2.9191, -3.0337, -2.4188], [-2.0890, -1.8160, 5.1495], [-2.6019, 0.0076, 5.0524], [-1.2710, -0.6033, 3.8612], [-3.7794, -2.3720, 1.0056], [-5.3413, -3.2076, 1.6550], [-3.1195, -5.1853, 2.3552], [-4.1442, -5.1851, 0.6873], [-2.8927, -3.9920, -1.6472], [-1.9539, -3.9070, -4.6533], [-0.4280, -0.6567, -4.6919], [1.2469, -0.9917, -5.5313], [-0.2847, -1.8954, -6.2202], [1.8696, -3.6603, -5.8525], [1.2040, -4.7895, -4.4926], [0.0522, -4.1500, -5.9288], [0.1704, -3.5235, 3.7913], [-1.6718, -3.9211, 3.7726], [-0.9846, -6.0812, 4.4844], [0.7988, -5.8294, 3.9039], [0.2568, -6.9544, 1.9213], [-1.1347, -7.5451, 2.6947], [3.4798, -0.8486, 3.4940], [4.7322, 2.8658, 2.5347], [4.1222, 1.6292, 3.8275], [6.8586, 2.4575, 3.6801], [6.7286, -0.5476, 2.3159], [7.0429, 1.0575, 1.2767], [8.3193, 0.4936, 2.6743], [5.6156, 2.1778, -1.4562], [5.7628, 2.8015, 0.4002], [4.1710, 4.5726, -0.5478], [3.0970, 3.2074, 0.3401], [1.3029, 1.5254, -1.6997], [3.7430, 0.1175, -2.1785], [7.7932, 5.3129, -3.7024], [6.8495, 5.4371, -2.5168], [5.9613, 6.6647, -2.6417], [7.6104, 5.5250, -1.3148], [8.4580, 6.1816, -3.7669], [8.4347, 4.4320, -3.5929], [7.2380, 5.2274, -4.6416], [6.2274, 4.5383, -2.4458], [6.5611, 7.5814, -2.6686], [5.2961, 6.7481, -1.7756], [5.3511, 6.6198, -3.5491], [8.1659, 6.3203, -1.3690], [-9.8487, -4.1809, 2.1714], [-8.3599, -4.1913, 2.4797], [-8.1043, -4.2785, 3.9759], [-7.7632, -3.0027, 1.9671], [-10.3376, -3.3135, 2.6290], [-10.0176, -4.1053, 1.0919], [-10.3343, -5.0900, 2.5392], [-7.8855, -5.0400, 1.9751], [-8.5314, -3.4146, 4.4974], [-7.0289, -4.2726, 4.1835], [-8.5376, -5.1906, 4.3979], [-8.1784, -2.2439, 2.4095], [12.8636, 4.4907, -4.6674], [11.3632, 4.6176, -4.8785], [11.0283, 4.8645, -6.3409], [10.8651, 5.6962, -4.0912], [13.3800, 5.4114, -4.9611], [13.0905, 4.3256, -3.6087], [13.2749, 3.6590, -5.2477], [10.8648, 3.7043, -4.5359], [11.4797, 5.7985, -6.6940], [9.9461, 4.9661, -6.4759], [11.3846, 4.0441, -6.9714], [11.3023, 6.5114, -4.3886], [-5.9382, 1.6457, 4.2071], [-7.4386, 1.7726, 3.9959], [-7.7735, 2.0195, 2.5335], [-7.9367, 2.8512, 4.7832], [-5.4218, 2.5664, 3.9133], [-5.7113, 1.4806, 5.2658], [-5.5269, 0.8140, 3.6267], [-7.9370, 0.8593, 4.3386], [-7.3221, 2.9535, 2.1805], [-8.8557, 2.1211, 2.3985], [-7.4172, 1.1991, 1.9030], [-7.4995, 3.6664, 4.4859], [-10.1480, 2.1025, -0.6206], [-10.0402, 0.9329, -1.5862], [-9.5683, -0.3277, -0.8792], [-9.1233, 1.2625, -2.6264], [-9.1743, 2.3333, -0.1743], [-10.4767, 3.0058, -1.1455], [-10.8584, 1.8864, 0.1834], [-11.0141, 0.7504, -2.0534], [-8.5740, -0.1830, -0.4421], [-9.4835, -1.1578, -1.5887], [-10.2613, -0.6166, -0.0830], [-8.2558, 1.4262, -2.2208]],
  "forces_ev_per_angstrom": [[-0.711, -0.734, 0.887], [-1.818, 5.028, -2.524], [2.997, -7.328, 3.919], [2.166, 3.574, -0.832], [-1.482, -0.484, -1.986], [0.791, 1.593, -0.181], [2.745, 0.554, -1.004], [2.382, 0.403, 2.526], [-0.048, -0.791, 4.625], [-1.564, -0.006, -1.096], [2.201, -1.528, 0.759], [-1.061, -1.094, -0.807], [0.937, 0.438, -0.922], [1.250, -0.559, 0.180], [-2.698, -0.896, 1.290], [-1.767, -0.173, -1.082], [0.939, 1.134, -3.822], [0.417, -0.633, 0.311], [-0.342, 0.018, 0.907], [1.112, -0.837, 1.259], [1.344, -2.288, 2.199], [-2.843, 4.934, -5.737], [1.282, 2.501, -0.324], [0.289, 0.685, -4.341], [-1.854, -2.781, -2.065], [-1.037, -0.301, 0.227], [-0.460, 0.496, -0.579], [-0.621, 0.321, 1.545], [0.539, 1.295, -2.705], [-0.763, -2.028, 0.771], [-1.838, -0.561, 0.617], [0.118, -0.822, 1.714], [-2.642, -1.579, 1.942], [-4.422, 4.126, 3.045], [6.741, -4.685, -4.289], [-0.648, -1.425, 4.992], [0.615, 1.703, 2.186], [3.346, -0.772, -2.988], [-4.548, 2.413, 6.164], [-0.177, 1.792, -1.738], [0.349, -2.074, -1.790], [-2.153, -0.936, 0.710], [-0.698, -1.190, 1.931], [2.521, -0.096, 0.355], [-0.652, 1.039, -2.066], [1.697, 1.147, 1.397], [2.471, 0.397, 1.480], [0.164, 1.689, 0.985], [1.070, -1.816, -1.041], [-2.241, -0.974, 0.598], [0.652, 1.103, 2.095], [-2.032, -0.143, 1.534], [-0.816, 2.035, -1.454], [1.315, 0.472, 1.374], [-1.784, -1.170, -1.725], [1.698, -0.226, -1.638], [1.410, 0.806, -2.036], [-2.115, 0.173, -0.897], [-1.559, 0.448, 0.617], [1.000, 1.586, -0.426], [0.056, 0.290, -2.986], [0.454, -2.434, 0.583], [1.586, 0.218, -2.100], [-0.897, -2.549, -0.325], [1.047, 2.175, -0.186], [0.544, -1.165, 2.106], [-2.180, 0.031, -0.996], [-0.998, 0.481, 2.061], [-1.123, -0.891, -1.805], [-0.810, -2.198, -0.414], [1.715, 1.032, -1.818], [1.495, 2.383, 0.160], [0.047, -0.395, 2.577], [-0.002, -0.206, -0.116], [0.320, 0.571, -0.326], [-0.357, -0.002, 0.088], [0.047, -0.052, 0.317], [-0.173, -0.118, 0.015], [-0.118, 0.142, -0.009], [0.038, 0.017, 0.057], [0.126, 0.064, 0.204], [0.038, -0.126, -0.108], [0.041, -0.057, -0.135], [0.054, 0.052, 0.099], [-0.225, -0.377, -0.045], [-0.158, -0.162, -0.304], [-0.437, 0.367, 0.440], [0.281, -0.188, 0.163], [0.159, 0.172, -0.152], [0.091, -0.101, 0.107], [0.062, -0.078, 0.143], [0.007, 0.120, -0.029], [0.064, 0.249, -0.054], [-0.100, -0.091, -0.098], [-0.132, -0.056, -0.066], [0.033, 0.115, 0.000], [0.182, -0.328, -0.176], [0.167, -0.237, 0.244], [0.427, 0.432, -0.356], [-0.294, -0.134, -0.179], [-0.012, 0.232, 0.160], [-0.100, -0.073, -0.120], [-0.077, -0.045, -0.160], [0.002, 0.109, 0.056], [-0.046, 0.246, 0.108], [0.105, -0.114, 0.068], [0.138, -0.091, 0.046], [-0.033, 0.117, 0.026], [-0.128, -0.396, 0.091], [0.089, -0.346, 0.151], [0.552, 0.517, -0.284], [-0.318, -0.152, -0.178], [-0.234, 0.190, 0.180], [-0.094, -0.070, -0.129], [-0.101, -0.024, -0.102], [-0.026, 0.245, 0.094], [-0.062, 0.234, 0.116], [0.112, -0.118, 0.064], [0.125, -0.078, 0.052], [0.009, 0.097, 0.013], [-0.156, -0.411, 0.103], [-0.245, 0.270, -0.012], [0.525, 0.085, 0.441], [-0.098, -0.337, -0.067], [0.097, 0.046, -0.206], [-0.060, -0.163, 0.014], [-0.024, -0.170, 0.054], [0.091, 0.053, -0.034], [0.228, 0.070, -0.139], [-0.111, 0.096, 0.046], [-0.082, 0.125, 0.098], [0.093, -0.001, -0.039], [-0.397, -0.085, -0.140]],
  "energy_ev": -76709.8114,
  "homo_ha": -0.3135,
  "charge": 0,
  "smiles": "CC(=O)OCCc1cc(B(O)N(C)C)c2c(c1CCN)C(=O)c1cc(C[C@H](C)F)c(CCOC=O)cc1C2=O.CC(C)O.CC(C)O.CC(C)O.CC(C)O.CC(C)O",
  "lumo_energy_ev": -1.37
}